16
Properties=species:S:1:pos:R:3:forces:R:3:mulliken_charge:R:1 method="wB97M-V/def2-TZVPD" energy_ev=-7737.28828 e_homo_ev=-14.680 gap_ev=10.87 smiles="CCNC(N)=[NH2+]" total_charge=+1 lumo_energy_ev=-3.81
C -2.496 0.960 -0.135 1.4434 0.0747 -0.2298 -1.2634
C -1.297 0.102 -0.572 -0.2173 -0.3380 0.2595 -0.2211
N -0.111 0.510 0.225 -0.8407 -0.2397 -1.2094 -0.2175
C 0.997 -0.256 0.163 0.7507 -0.9121 0.7998 0.5684
N 2.228 0.226 -0.011 0.3418 -0.3305 1.0558 -0.3909
N 0.939 -1.588 0.311 -0.6610 2.0770 -0.2542 -0.3195
H -2.869 0.536 0.795 -0.4380 0.2031 -0.1034 0.3545
H -3.232 1.052 -0.925 -0.2591 -0.2384 0.1607 0.3590
H -2.088 1.958 0.050 -0.3795 0.0823 0.0502 0.3458
H -1.538 -0.948 -0.387 -0.0338 -0.0321 -0.1609 0.2571
H -0.998 0.201 -1.614 -0.3482 0.1350 -0.0658 0.3225
H -0.383 1.015 1.052 0.8624 0.3821 0.1854 0.2532
H 2.484 1.099 -0.414 -0.5036 0.8316 -0.0455 0.2416
H 2.958 -0.217 0.532 0.1625 -0.1088 -0.4729 0.2385
H 1.781 -2.108 0.213 0.1187 -0.8218 -0.2050 0.2186
H 0.046 -1.946 0.579 0.0020 -0.7644 0.2354 0.2533